Here is C22H21ClFN3O3 in the gas phase at a distorted geometry from the OMol25 dataset. Energies are from ωB97M-V/def2-TZVPD.

Geometry (Å):
C (3.53549, -1.87730, 0.80347)
H (4.10766, -2.48122, 1.51637)
O (3.49176, -0.52575, 1.21620)
C (2.79011, -0.31161, 2.39228)
C (3.50876, 0.10059, 3.50233)
C (2.87862, 0.33146, 4.71220)
C (1.51369, 0.13776, 4.80930)
C (0.78279, -0.25123, 3.70144)
C (1.39364, -0.47189, 2.46817)
N (0.68074, -0.88324, 1.33201)
C (0.76561, -0.00161, 0.17851)
H (1.79308, 0.34125, 0.06026)
C (0.33032, -0.74661, -1.08439)
N (-0.98447, -1.31106, -0.90057)
C (-2.03290, -1.24522, -1.75177)
O (-3.01877, -1.95211, -1.62816)
C (-1.94730, -0.26163, -2.85780)
C (-2.23214, -0.51412, -4.17833)
O (-2.13971, 0.62642, -4.87410)
N (-1.82677, 1.64180, -4.04435)
C (-1.71220, 1.14727, -2.83817)
C (-1.40076, 2.00422, -1.69305)
C (-0.29014, 2.84689, -1.72391)
C (0.04089, 3.67713, -0.67030)
C (-0.76240, 3.67791, 0.45714)
C (-1.87272, 2.85515, 0.52543)
C (-2.18862, 2.02529, -0.54077)
Cl (-3.58732, 1.01608, -0.43895)
H (-2.50194, 2.85216, 1.40075)
H (-0.51950, 4.31981, 1.28899)
H (0.91480, 4.30359, -0.74387)
F (0.51617, 2.81666, -2.79727)
C (-2.57872, -1.77225, -4.87549)
H (-1.68553, -2.23078, -5.29987)
H (-3.02748, -2.45945, -4.16299)
H (-3.27453, -1.56475, -5.68450)
C (-1.06024, -2.17183, 0.25858)
C (-0.66902, -1.38022, 1.50616)
H (-0.69675, -2.04542, 2.37061)
H (-1.39375, -0.56257, 1.65190)
H (-2.08330, -2.54277, 0.33649)
H (-0.37714, -3.02073, 0.13286)
H (0.34718, -0.07366, -1.94030)
H (1.03661, -1.56627, -1.27471)
H (0.11696, 0.87630, 0.32574)
H (-0.28540, -0.36571, 3.79749)
H (1.00626, 0.30288, 5.74807)
H (3.45175, 0.64649, 5.57033)
H (4.57582, 0.22580, 3.39829)
H (4.03893, -1.88306, -0.16191)
H (2.53190, -2.29884, 0.70419)

## Properties
E_HOMO   -8.22 eV
Gap between HOMO and LUMO   8.8 eV
ΔE to the lowest compared entry with this formula, charge and spin   0.0 kcal per mole
SMILES   COc1ccccc1N1CCN(C(=O)c2c(-c3c(F)cccc3Cl)noc2C)CC1

Löwdin analysis output, partial charges in e: number 1, C, carries -0.08; number 2, H, carries 0.10; number 3, O, carries -0.12; number 4, C, carries -0.22; number 5, C, carries -0.01; number 6, C, carries -0.09; number 7, C, carries -0.09; number 8, C, carries -0.02; number 9, C, carries -0.16; number 10, N, carries -0.10; number 11, C, carries -0.11; number 12, H, carries 0.13; number 13, C, carries -0.10; number 14, N, carries -0.03; number 15, C, carries -0.46; number 16, O, carries 0.05; number 17, C, carries -0.05; number 18, C, carries -0.23; number 19, O, carries 0.04; number 20, N, carries 0.14; number 21, C, carries -0.22; number 22, C, carries -0.13; number 23, C, carries -0.23; number 24, C, carries 0.00; number 25, C, carries -0.07; number 26, C, carries -0.11; number 27, C, carries -0.58; number 28, Cl, carries 0.81; number 29, H, carries 0.11; number 30, H, carries 0.11; number 31, H, carries 0.12; number 32, F, carries 0.09; number 33, C, carries 0.02; number 34, H, carries 0.09; number 35, H, carries 0.09; number 36, H, carries 0.09; number 37, C, carries -0.10; number 38, C, carries -0.14; number 39, H, carries 0.13; number 40, H, carries 0.13; number 41, H, carries 0.13; number 42, H, carries 0.14; number 43, H, carries 0.12; number 44, H, carries 0.13; number 45, H, carries 0.11; number 46, H, carries 0.10; number 47, H, carries 0.10; number 48, H, carries 0.10; number 49, H, carries 0.12; number 50, H, carries 0.09; number 51, H, carries 0.08

---

Here is C15H26O in the gas phase from the OMol25 dataset. Energies are from ωB97M-V/def2-TZVPD.

Geometry (Å):
C (0.21135, 4.02129, -3.07535)
C (0.64194, 2.66425, -3.54802)
C (0.24559, 1.51319, -3.01855)
C (-0.67269, 1.32159, -1.85110)
H (-1.36390, 2.15902, -1.75348)
H (-1.26898, 0.41948, -2.00447)
C (0.13169, 1.16725, -0.54556)
C (-0.77978, 0.94786, 0.63086)
C (-1.15824, -0.25167, 1.05884)
C (-0.72728, -1.57388, 0.50137)
H (-0.51055, -1.49118, -0.56412)
H (-1.54314, -2.28851, 0.62323)
C (0.52907, -2.13076, 1.20488)
C (0.31170, -2.33556, 2.67804)
C (-0.20850, -3.45097, 3.18113)
C (-0.57908, -4.66935, 2.37687)
H (-1.24490, -4.41431, 1.54875)
O (0.54133, -5.28967, 1.76597)
H (1.20231, -5.45705, 2.44652)
H (-1.09740, -5.39288, 3.02180)
H (-0.34307, -3.53913, 4.25129)
C (0.72560, -1.19614, 3.55806)
H (0.41140, -1.35334, 4.58702)
H (0.29860, -0.26509, 3.18991)
H (1.81090, -1.09117, 3.53861)
H (0.79295, -3.07894, 0.73575)
H (1.35220, -1.42890, 1.05737)
H (-1.82841, -0.31437, 1.90743)
C (-1.27433, 2.20378, 1.28719)
H (-0.43932, 2.75958, 1.71520)
H (-1.75888, 2.84956, 0.55574)
H (-1.98617, 1.98272, 2.07867)
H (0.71815, 2.07543, -0.39043)
H (0.82827, 0.33640, -0.65813)
H (0.64179, 0.59412, -3.43245)
C (1.58413, 2.70187, -4.71645)
H (1.84108, 1.69994, -5.04985)
H (1.13159, 3.24116, -5.54831)
H (2.50179, 3.22423, -4.44568)
H (-0.38887, 3.97331, -2.17307)
H (1.08785, 4.63623, -2.87278)
H (-0.36780, 4.52058, -3.85271)

## Properties
E_HOMO   -8.56 eV
Gap between HOMO and LUMO   9.4 eV
ΔE to the lowest compared entry with this formula, charge and spin   43.6 kcal per mole
SMILES   CC(C)=CCC/C(C)=C\CC/C(C)=C\CO

Löwdin analysis output, partial charges in e: number 1, C, carries -0.05; number 2, C, carries -0.36; number 3, C, carries -0.09; number 4, C, carries -0.19; number 5, H, carries 0.10; number 6, H, carries 0.11; number 7, C, carries -0.16; number 8, C, carries -0.31; number 9, C, carries -0.09; number 10, C, carries -0.17; number 11, H, carries 0.10; number 12, H, carries 0.11; number 13, C, carries -0.14; number 14, C, carries -0.30; number 15, C, carries -0.06; number 16, C, carries -0.26; number 17, H, carries 0.11; number 18, O, carries -0.08; number 19, H, carries 0.09; number 20, H, carries 0.11; number 21, H, carries 0.10; number 22, C, carries -0.05; number 23, H, carries 0.08; number 24, H, carries 0.07; number 25, H, carries 0.09; number 26, H, carries 0.11; number 27, H, carries 0.12; number 28, H, carries 0.11; number 29, C, carries -0.05; number 30, H, carries 0.08; number 31, H, carries 0.08; number 32, H, carries 0.08; number 33, H, carries 0.12; number 34, H, carries 0.11; number 35, H, carries 0.11; number 36, C, carries -0.07; number 37, H, carries 0.07; number 38, H, carries 0.08; number 39, H, carries 0.08; number 40, H, carries 0.06; number 41, H, carries 0.08; number 42, H, carries 0.08

---

Here is a molecular structure, C30H28F2I2N4O3RuS2 at a distorted geometry from the OMol25 dataset. Energies are from ωB97M-V/def2-TZVPD.

Geometry (Å):
Ru (-0.07971, 0.37629, -0.55419)
I (-7.98049, -0.87263, 0.82864)
C (-6.05625, -0.35552, 0.18884)
C (-5.80389, 0.92144, -0.28358)
C (-4.52823, 1.23341, -0.71743)
I (-4.22635, 3.16803, -1.45072)
C (-3.43374, 0.31640, -0.71111)
O (-2.27687, 0.63197, -1.17226)
C (-3.75140, -0.96686, -0.19124)
C (-2.72200, -2.05396, -0.03297)
N (-1.46247, -1.85534, -0.73427)
C (-0.58454, -2.95499, -0.41969)
C (0.78704, -2.73981, -0.95788)
C (1.73325, -3.75583, -0.83005)
C (2.99695, -3.56688, -1.33493)
C (3.27417, -2.36867, -1.97579)
C (2.28510, -1.41081, -2.02870)
N (1.05160, -1.55980, -1.52480)
C (-5.03451, -1.28575, 0.22606)
H (-6.58469, 1.66811, -0.31238)
H (-3.18443, -3.00763, -0.33275)
H (-2.46218, -2.15099, 1.02584)
H (-1.60196, -1.77788, -1.73681)
H (-0.96277, -3.92951, -0.77150)
H (-0.51175, -3.02758, 0.66927)
H (1.46371, -4.66429, -0.30824)
H (3.75697, -4.32941, -1.22146)
H (4.24733, -2.16076, -2.39885)
H (2.49308, -0.45872, -2.47493)
H (-5.22974, -2.28859, 0.59109)
C (-1.08445, 1.50887, -3.34640)
N (0.22787, 1.54533, -2.69517)
C (1.20964, 1.20902, -3.72224)
C (0.52288, 2.92307, -2.26699)
C (-0.22969, 3.31412, -1.03417)
C (-0.55207, 4.64943, -0.79987)
C (-1.22684, 5.01609, 0.35056)
C (-1.60205, 4.02774, 1.25639)
C (-1.27591, 2.70158, 1.01932)
C (-0.56505, 2.32054, -0.12532)
H (-1.08276, 2.17322, -4.22479)
H (-1.84888, 1.81745, -2.65147)
H (-1.30471, 0.49170, -3.66685)
H (1.15372, 1.93039, -4.55074)
H (1.01191, 0.21656, -4.12545)
H (2.21977, 1.25379, -3.32050)
H (0.29849, 3.61536, -3.09284)
H (1.59843, 2.99237, -2.07901)
H (-0.27915, 5.40226, -1.53394)
H (-1.47940, 6.05410, 0.52992)
H (-2.15741, 4.29278, 2.14893)
H (-1.59291, 1.95721, 1.73756)
F (2.63900, -0.07202, 0.32394)
C (1.84445, 0.98468, -0.14922)
F (2.01562, 1.97206, 0.79746)
H (2.40402, 1.35366, -1.01985)
O (1.71484, -4.26674, 3.96568)
S (2.20804, -3.42320, 2.91566)
O (3.07415, -3.99766, 1.92277)
N (0.94308, -2.65546, 2.16660)
C (0.96278, -1.37800, 2.35535)
S (-0.27311, -0.28496, 1.80809)
C (2.11747, -0.90537, 3.21097)
C (2.42452, 0.38030, 3.60517)
C (3.55510, 0.56982, 4.39367)
C (4.35151, -0.50392, 4.78050)
C (4.03957, -1.79869, 4.38441)
C (2.91799, -1.95832, 3.59680)
H (1.79796, 1.20072, 3.29153)
H (3.82142, 1.57034, 4.71022)
H (5.22348, -0.32922, 5.39858)
H (4.64543, -2.64440, 4.68154)

## Properties
E_HOMO (spin up / spin down)   -4.58 / -4.61 eV
Total charge   -1
Gap between HOMO and LUMO (spin up / spin down)   6.8 / 6.9 eV
ΔE to the lowest compared entry with this formula, charge and spin   8.2 kcal per mole
Multiplicity   2

Löwdin analysis output, partial charges in e: number 1, Ru, carries 1.05; number 2, I, carries 0.78; number 3, C, carries -0.76; number 4, C, carries -0.27; number 5, C, carries -0.60; number 6, I, carries 0.95; number 7, C, carries -0.42; number 8, O, carries -0.27; number 9, C, carries -0.14; number 10, C, carries -0.19; number 11, N, carries -0.12; number 12, C, carries -0.21; number 13, C, carries -0.26; number 14, C, carries -0.03; number 15, C, carries -0.06; number 16, C, carries -0.05; number 17, C, carries -0.15; number 18, N, carries 0.07; number 19, C, carries -0.14; number 20, H, carries 0.07; number 21, H, carries 0.12; number 22, H, carries 0.11; number 23, H, carries 0.12; number 24, H, carries 0.13; number 25, H, carries 0.08; number 26, H, carries 0.12; number 27, H, carries 0.11; number 28, H, carries 0.10; number 29, H, carries 0.07; number 30, H, carries 0.10; number 31, C, carries -0.10; number 32, N, carries -0.27; number 33, C, carries -0.12; number 34, C, carries -0.18; number 35, C, carries -0.26; number 36, C, carries -0.07; number 37, C, carries -0.13; number 38, C, carries -0.12; number 39, C, carries -0.14; number 40, C, carries -0.24; number 41, H, carries 0.09; number 42, H, carries 0.01; number 43, H, carries 0.09; number 44, H, carries 0.09; number 45, H, carries 0.09; number 46, H, carries 0.07; number 47, H, carries 0.13; number 48, H, carries 0.12; number 49, H, carries 0.10; number 50, H, carries 0.09; number 51, H, carries 0.10; number 52, H, carries 0.05; number 53, F, carries -0.07; number 54, C, carries -0.44; number 55, F, carries -0.05; number 56, H, carries 0.07; number 57, O, carries -0.29; number 58, S, carries 0.65; number 59, O, carries -0.30; number 60, N, carries -0.08; number 61, C, carries -0.69; number 62, S, carries 0.73; number 63, C, carries -0.22; number 64, C, carries -0.02; number 65, C, carries -0.06; number 66, C, carries -0.08; number 67, C, carries -0.04; number 68, C, carries -0.23; number 69, H, carries 0.10; number 70, H, carries 0.10; number 71, H, carries 0.10; number 72, H, carries 0.12